Here is 3 unconnected molecules or ions with the total composition C34H44F3IN3O5S2 in a non-equilibrium geometry from the Open Molecules 2025 dataset. Energies are from ωB97M-V with the def2-TZVPD basis set.

Structure (XYZ):
```
92
Properties=species:S:1:pos:R:3:forces:R:3
O 4.1659 -3.4704 0.6676 -0.7 0.5 -0.7
C 4.0257 -2.4097 0.1186 1.3 -0.4 1.6
O 3.1736 -2.3071 -1.0151 -0.3 0.1 0.2
C 1.7991 -2.2570 -0.5933 1.5 1.3 2.4
C 0.7368 -3.0682 -1.4362 3.4 1.3 -0.6
N -0.5554 -2.3875 -0.9975 1.4 -2.6 -0.3
C -1.5441 -2.9205 -2.0291 -1.6 1.0 -1.3
C -3.0474 -2.6521 -1.6347 -0.3 0.2 -1.2
C -3.9742 -3.9388 -1.5238 0.4 0.2 0.7
N -4.5582 -4.0316 -0.1660 0.1 0.6 -0.5
C -5.6522 -3.0501 0.0445 -0.5 0.6 0.6
C -5.2731 -1.8397 0.9611 0.0 2.3 0.3
C -5.7105 -0.4865 0.5385 1.1 0.5 2.2
C -5.4212 0.7132 1.3443 0.7 -1.8 0.6
C -4.6457 0.6098 2.5809 -0.3 -2.2 -0.9
C -4.2019 -0.7096 3.0256 -1.3 0.3 -2.2
C -4.5422 -1.9079 2.2194 0.0 1.9 0.4
O -4.1274 -3.1358 2.7191 -0.2 0.5 -0.5
C -0.7785 -2.9770 0.3521 -1.7 -2.5 3.1
C -1.2032 -4.4047 0.4143 0.4 1.1 2.3
C -1.3914 -5.0020 1.7363 0.8 2.6 -1.2
C -1.1491 -4.1318 2.8904 -0.1 -1.3 -0.4
N -0.7545 -2.8326 2.8778 -0.6 -1.6 -2.4
C -0.5942 -2.3057 1.6293 0.1 0.4 -1.7
C -0.1659 -0.9444 -1.1353 0.5 2.6 -1.9
C -1.2506 0.1850 -1.0554 -0.1 0.3 0.9
C -1.5546 0.7687 0.3869 -0.2 1.5 -0.7
C -1.9948 2.2678 0.1706 -0.9 0.0 -0.5
F -1.3456 3.3218 0.7853 -0.4 -1.7 -0.6
C -3.0027 2.6260 -0.6590 0.7 0.7 0.4
F -3.2470 3.9426 -0.9407 -0.2 -2.2 0.2
F -3.8088 1.7459 -1.3073 1.0 1.4 0.6
C 1.2853 -0.7121 -0.4971 -1.3 -1.3 -0.3
I 2.4207 0.7823 -1.5971 -0.7 -0.7 0.2
C 4.7699 -1.2034 0.7175 1.2 3.0 0.0
C 4.8102 -0.9155 2.1660 0.7 1.0 -0.7
C 5.5032 0.2576 2.7031 0.4 0.3 -2.3
C 6.2123 1.2112 1.8149 -1.4 -2.4 -0.9
C 6.1966 0.9261 0.3824 -0.9 -1.4 1.1
C 5.5032 -0.2531 -0.1421 -0.5 0.1 1.6
H 1.8903 -2.5074 0.5062 -1.0 -0.5 -1.2
H 0.7725 -4.1806 -1.4322 -0.4 0.9 0.9
H 1.0621 -2.8106 -2.4919 -1.1 0.0 0.9
H -1.3209 -3.9901 -2.3026 -0.2 1.1 0.8
H -1.3342 -2.3428 -2.9771 0.1 -0.5 1.1
H -3.4874 -2.0120 -2.4576 0.6 -0.5 0.9
H -3.0911 -2.0354 -0.6995 0.0 -0.7 -0.7
H -3.3357 -4.8472 -1.6870 -0.7 0.6 0.0
H -4.8117 -3.9320 -2.2776 1.0 0.0 0.7
H -3.8101 -3.7444 0.4695 -0.3 -0.6 0.0
H -5.9809 -2.6123 -0.9432 0.2 -0.5 1.0
H -6.5419 -3.5579 0.5146 0.8 0.4 -0.5
H -6.3066 -0.3094 -0.3910 0.7 -0.5 0.9
H -5.7786 1.7259 1.0414 0.3 -1.1 0.1
H -4.3894 1.5034 3.1997 -0.4 -0.9 -0.7
H -3.6082 -0.8430 3.9659 -0.7 0.2 -1.0
H -3.6073 -2.9997 3.5319 -0.4 0.1 -0.4
H -1.3523 -5.0472 -0.4792 0.1 0.7 0.7
H -1.7036 -6.0717 1.8253 0.3 1.3 0.1
H -1.2632 -4.6087 3.9014 0.1 0.7 -1.0
H -0.2412 -1.2417 1.5925 -0.5 -1.2 0.2
H 0.1131 -0.9084 -2.2334 -0.5 -0.2 1.1
H -2.2308 -0.0806 -1.5228 1.0 -0.1 0.2
H -0.8459 1.0475 -1.6627 -0.2 -1.1 0.6
H -2.4073 0.2465 0.8998 1.0 0.3 -0.3
H -0.6126 0.7974 0.9888 -1.0 0.0 -0.2
H 1.3144 -0.2790 0.5384 -0.1 -0.8 -1.0
H 4.3085 -1.5748 2.9093 0.4 0.4 -0.9
H 5.5267 0.4986 3.7955 -0.2 -0.6 -1.1
H 6.7471 2.1094 2.1988 -0.6 -0.9 -0.3
H 6.7044 1.6051 -0.3402 -0.4 -0.6 0.8
H 5.4926 -0.4512 -1.2372 0.1 0.3 1.0
C 7.3176 6.3555 2.6755 -0.1 0.0 0.1
S 8.4255 5.2837 1.7423 0.1 0.1 0.0
O 7.8245 3.9172 1.7375 0.0 0.1 0.1
C 9.7544 5.2827 2.9589 0.0 -0.1 0.1
H 6.3911 6.4654 2.1129 0.1 -0.1 -0.1
H 7.1016 5.9106 3.6480 0.1 0.0 0.0
H 7.7813 7.3343 2.8039 0.0 0.0 -0.1
H 9.3841 4.9054 3.9132 -0.1 0.0 -0.1
H 10.1380 6.2967 3.0783 0.0 0.0 -0.1
H 10.5516 4.6346 2.5968 -0.1 0.0 -0.1
C -1.7635 5.4555 -4.7830 0.0 0.1 0.0
S -1.7938 3.7281 -5.2971 0.0 0.1 -0.1
O -1.6160 3.6984 -6.7730 -0.1 0.0 0.3
C -3.5459 3.4660 -4.9580 -0.1 0.0 0.0
H -0.7592 5.8447 -4.9463 0.0 -0.1 0.0
H -2.4769 6.0313 -5.3741 0.0 -0.1 0.0
H -2.0107 5.5243 -3.7223 0.0 0.0 0.0
H -4.1456 4.1686 -5.5382 0.1 0.0 0.0
H -3.7344 3.6016 -3.8914 0.0 0.0 0.0
H -3.8029 2.4466 -5.2444 0.1 0.0 0.0
```
Positions in Å, forces in eV/Å.

Values from the calculation:
Net charge: +1
DFT total energy in eV: -88588.3612